A molecular structure, C30H25N6O12ReS. Source: the OMol25 dataset; level of theory: ωB97M-V with the def2-TZVPD basis set.

```
! wB97M-V def2-TZVPD RIJCOSX def2/J DEFGRID3
* xyz 3 2
Re -0.5230 0.1171 0.6001
O -3.7086 -2.2079 -0.5515
C -2.5731 -1.6362 -0.3171
O -2.4865 -0.5152 0.2403
C -1.3500 -2.3041 -0.7209
C -1.3816 -3.4773 -1.3829
C -0.1473 -4.0648 -1.8216
C 1.0025 -3.4777 -1.4810
C 1.0774 -2.2243 -0.6601
N -0.1937 -1.5693 -0.3925
C 2.0414 -1.2438 -1.3906
O 3.3019 -1.6342 -1.4486
O 1.6441 -0.2222 -1.8711
H -4.4610 -1.6733 -0.2405
H -2.3326 -3.9450 -1.5970
H -0.1587 -4.9528 -2.4387
H 1.9440 -3.8710 -1.8386
H 3.4715 -2.4509 -0.9423
N -1.2495 1.7080 1.9018
C -0.1857 2.6512 2.2307
C -0.4192 3.8507 2.8417
C 0.6610 4.6978 3.1565
C 1.9402 4.3043 2.8808
C 2.1974 3.0571 2.2631
C 3.5041 2.5876 2.0099
C 3.6726 1.3514 1.4509
C 2.5485 0.6042 1.0938
N 1.2941 1.0066 1.2728
C 1.1154 2.2279 1.9064
H -2.0466 2.2001 1.4958
H -1.6150 1.2887 2.7610
H -1.4293 4.1473 3.1004
H 0.4693 5.6452 3.6404
H 2.7790 4.9342 3.1478
H 4.3562 3.1993 2.2799
H 4.6538 0.9405 1.2629
H 2.6913 -0.3683 0.6623
C 3.6319 6.4296 -1.6075
C 2.4785 5.4888 -1.4611
C 2.5043 4.2342 -2.0911
C 1.4275 3.3779 -2.0246
C 0.3059 3.7793 -1.2911
C 0.2627 5.0039 -0.6242
C 1.3498 5.8530 -0.7240
S -1.1239 2.8001 -1.2001
C -1.6166 2.5656 -2.8957
O -0.5696 1.3337 -0.8904
H 4.5731 5.8918 -1.7066
H 3.6994 7.1142 -0.7642
H 3.4995 7.0303 -2.5109
H 3.3827 3.9415 -2.6518
H 1.4645 2.4090 -2.5074
H -0.6150 5.2998 -0.0625
H 1.3206 6.8170 -0.2330
H -0.8128 2.0587 -3.4272
H -1.7830 3.5617 -3.3070
H -2.5399 1.9907 -2.9114
O -1.0025 -6.0543 4.8414
N -0.2125 -6.4434 4.0129
O 0.1504 -7.5725 3.8108
C 0.3667 -5.3937 3.1299
C 1.2535 -5.7625 2.1398
C 1.7784 -4.7857 1.3055
C 1.3801 -3.4555 1.4225
O 1.7716 -2.4319 0.6197
C 0.5578 -3.1519 2.5089
C 0.0263 -4.0755 3.3786
N 0.3919 -1.7059 2.7723
O 1.1985 -1.1275 3.4058
O -0.6598 -1.1512 2.3080
N 2.8576 -5.1956 0.3694
O 3.4866 -4.3067 -0.1865
O 3.0676 -6.3689 0.2653
H 1.5557 -6.7973 2.0344
H -0.6073 -3.8222 4.2190
*
```

Orbital gap (spin up / spin down): 6.24 / 6.80 eV
Calculated total energy: -2864.89701 a.u.
ΔE to the lowest compared entry with this formula, charge and spin: 2.791 eV
<S²>: 1.052
E_HOMO (spin up / spin down): -17.0 / -17.0 eV

A molecular structure, C30H25N9O11P2SSr. Source: the OMol25 dataset; level of theory: ωB97M-V with the def2-TZVPD basis set.

```
! wB97M-V def2-TZVPD RIJCOSX def2/J DEFGRID3
* xyz -2 1
Sr 0.3339 -0.2788 1.0305
O 1.1131 2.6114 -3.7640
C 1.7700 1.5897 -4.3304
C 2.6159 1.8521 -5.4131
C 3.3090 0.8241 -6.0287
C 3.1712 -0.4841 -5.5752
C 2.3281 -0.7468 -4.5030
C 1.6177 0.2650 -3.8640
C 0.7366 -0.0214 -2.6704
O 0.3241 0.9832 -1.9746
N 0.4845 -1.2921 -2.4662
N -0.2215 -1.5283 -1.2894
C -0.8385 -2.6566 -1.2696
C -1.6203 -3.2182 -0.1744
C -1.9338 -4.5802 -0.2730
C -2.6105 -5.2678 0.7186
C -2.9952 -4.5628 1.8627
C -2.7318 -3.2192 1.9946
C -2.0512 -2.4666 0.9844
O -1.8375 -1.2155 1.0977
H 0.6332 2.1703 -2.9592
H 2.7052 2.8798 -5.7524
H 3.9616 1.0454 -6.8670
H 3.7154 -1.2924 -6.0534
H 2.1997 -1.7547 -4.1203
H -0.7580 -3.2888 -2.1586
H -1.6069 -5.1121 -1.1644
H -2.8264 -6.3247 0.6146
H -3.5090 -5.0819 2.6667
H -3.0209 -2.6765 2.8901
S -4.0000 7.0820 0.0904
N -3.1248 6.5200 1.3360
C -2.7843 5.2902 1.0173
C -1.9832 4.4089 1.8323
C -1.4559 4.7988 3.0665
C -0.6727 3.9069 3.7538
C -0.4195 2.6573 3.1818
N -0.9193 2.2710 2.0203
C -1.7034 3.1192 1.3488
C -2.2587 2.6686 0.0610
N -2.0078 1.4116 -0.2958
C -2.4485 0.9773 -1.4606
C -3.1820 1.7721 -2.3424
C -3.4702 3.0684 -1.9827
C -3.0097 3.5396 -0.7515
C -3.2779 4.8686 -0.2624
N -3.9813 5.7877 -0.8874
H -1.6648 5.7901 3.4463
H -0.2315 4.1556 4.7104
H 0.2399 1.9491 3.6695
H -2.2007 -0.0564 -1.6972
H -3.5029 1.3663 -3.2939
H -4.0368 3.7279 -2.6277
O 2.5064 -4.1557 2.6575
P 2.2930 -2.5892 2.3372
O 0.9334 -2.4256 1.6971
O 3.4815 -2.1011 1.5919
O 2.1713 -1.9485 3.8150
P 1.3001 -0.5513 4.0571
O -0.2040 -1.1092 3.7825
O 1.4758 -0.0742 5.4372
O 1.6457 0.3153 2.8732
H 1.6287 -4.5743 2.7520
H -0.0854 -1.6876 2.9960
C 5.0184 1.5157 -2.4210
N 4.0163 1.8109 -1.4321
C 3.4101 3.1014 -1.1874
C 2.3268 2.7325 -0.1463
O 1.5559 3.5436 0.3400
N 2.3974 1.3888 0.0846
C 3.4036 0.9011 -0.6325
N 3.7725 -0.3788 -0.6148
H 5.0799 2.3498 -3.1154
H 4.7339 0.6373 -3.0097
H 6.0097 1.3569 -1.9795
H 2.9305 3.5088 -2.0761
H 4.1166 3.8264 -0.7709
H 3.5111 -0.9758 0.1834
H 4.6058 -0.6425 -1.1022
*
```

Orbital gap: 5.47 eV
Calculated total energy: -3590.94216 a.u.
ΔE to the lowest compared entry with this formula, charge and spin: 1.705 eV
E_HOMO: -1.9 eV

A molecular structure, C30H26BrIN4O6V. Source: the OMol25 dataset; level of theory: ωB97M-V with the def2-TZVPD basis set.

```
! wB97M-V def2-TZVPD RIJCOSX def2/J DEFGRID3
* xyz 0 4
V -0.2500 0.0202 0.6549
O -3.5919 0.0684 -1.6098
C -4.2431 1.1947 -1.2577
C -5.3151 1.6107 -2.0453
C -6.0206 2.7551 -1.7234
C -5.6819 3.5020 -0.6002
C -4.6213 3.0841 0.1875
C -3.8832 1.9496 -0.1339
C -2.6751 1.5944 0.7176
O -2.2282 0.3042 0.5977
N -1.5889 2.5871 0.3399
N -0.3574 2.0624 0.1586
C 0.5600 2.7572 -0.4192
C 1.9025 2.2693 -0.6419
Br 2.2069 0.4135 -0.2535
C 2.9229 2.9737 -1.1291
C 2.9035 4.4195 -1.4130
C 3.4472 4.8915 -2.6086
C 3.4415 6.2455 -2.8995
C 2.9096 7.1532 -1.9920
C 2.3908 6.6989 -0.7891
C 2.3897 5.3414 -0.4998
H -2.9876 -0.1443 -0.8571
H -5.5753 1.0104 -2.9084
H -6.8524 3.0602 -2.3461
H -6.2446 4.3876 -0.3366
H -4.3511 3.6482 1.0753
H -2.9293 1.8282 1.7620
H -1.8751 3.2645 -0.3604
H 0.3422 3.7570 -0.7840
H 3.8444 2.4460 -1.3519
H 3.8666 4.1859 -3.3159
H 3.8562 6.5963 -3.8354
H 2.9090 8.2117 -2.2181
H 1.9957 7.4016 -0.0667
H 2.0144 4.9896 0.4536
I -0.5715 -8.9776 -0.5366
C -0.1573 -6.9565 -0.1565
C -1.1429 -6.0066 -0.3753
C -0.8610 -4.6718 -0.1236
C 0.3955 -4.2913 0.3356
C 1.3695 -5.2569 0.5534
C 1.0980 -6.5939 0.3093
C 0.7022 -2.8461 0.6096
O 1.8556 -2.5303 0.9511
O -0.2731 -2.0241 0.4937
H -2.1200 -6.3017 -0.7331
H -1.6149 -3.9124 -0.2797
H 2.3382 -4.9497 0.9249
H 1.8546 -7.3470 0.4820
O 3.0389 -5.0501 3.7659
C 3.6287 -3.9117 4.3699
N 2.7785 -2.7999 4.0410
C 2.3742 -1.9057 4.9775
O 2.7274 -1.9387 6.1422
C 1.4419 -0.8273 4.4973
C 0.8938 0.0571 5.4138
C 0.0301 1.0422 4.9594
C -0.2547 1.1165 3.6071
N 0.2758 0.2674 2.7233
C 1.1102 -0.6770 3.1682
H 3.6585 -5.7838 3.8183
H 4.6393 -3.7478 3.9813
H 3.6720 -3.9860 5.4560
H 2.4479 -2.7688 3.0840
H 1.1419 -0.0540 6.4613
H -0.4210 1.7457 5.6450
H -0.9237 1.8732 3.2149
H 1.5139 -1.3227 2.3969
*
```

Orbital gap (spin up / spin down): 7.02 / 7.54 eV
Calculated total energy: -5645.06557 a.u.
ΔE to the lowest compared entry with this formula, charge and spin: 0.046 eV
<S²>: 3.767
E_HOMO (spin up / spin down): -7.6 / -8.2 eV

A molecular structure, C30H26CuN2P. Source: the OMol25 dataset; level of theory: ωB97M-V with the def2-TZVPD basis set.

```
! wB97M-V def2-TZVPD RIJCOSX def2/J DEFGRID3
* xyz 1 2
Cu -0.5366 -0.3192 0.8856
N -1.2807 -2.1787 -0.1650
C -0.3511 -2.8618 -1.0257
C -0.7024 -4.0723 -1.6075
C 0.1895 -4.7441 -2.4240
C 1.4460 -4.2069 -2.6550
C 1.8074 -3.0031 -2.0740
C 0.9106 -2.3094 -1.2628
P 1.3348 -0.7658 -0.3775
C 0.9146 0.5884 -1.5232
C 0.5423 0.4200 -2.8502
C 0.1911 1.5267 -3.6067
C 0.1963 2.7939 -3.0440
C 0.5359 2.9587 -1.7082
C 0.8916 1.8613 -0.9514
C 3.1633 -0.7651 -0.4101
C 3.8300 -1.5000 0.5691
C 5.2130 -1.5346 0.5882
C 5.9389 -0.8318 -0.3605
C 5.2780 -0.1025 -1.3353
C 3.8946 -0.0610 -1.3639
H -2.0270 -1.7658 -0.7219
H -1.7253 -2.8566 0.4518
H -1.6827 -4.4839 -1.4169
H -0.0968 -5.6804 -2.8770
H 2.1489 -4.7303 -3.2837
H 2.7936 -2.5966 -2.2437
H 0.5312 -0.5661 -3.2970
H -0.0928 1.3983 -4.6407
H -0.0650 3.6529 -3.6459
H 0.5032 3.9371 -1.2549
H 1.1560 1.9781 0.0931
H 3.2610 -2.0431 1.3142
H 5.7281 -2.1062 1.3456
H 7.0185 -0.8504 -0.3387
H 5.8412 0.4403 -2.0787
H 3.3897 0.5180 -2.1244
N -1.1387 -0.4037 2.8109
C -1.6555 0.7654 3.4718
C -1.3165 0.9714 4.8021
C -1.7806 2.0682 5.5042
C -2.5864 2.9883 4.8567
C -2.9295 2.7874 3.5356
C -2.4922 1.6736 2.8142
C -2.8825 1.5281 1.4031
C -4.0558 2.1511 0.9502
C -4.4080 2.1454 -0.3821
C -3.6175 1.4906 -1.3072
C -2.4825 0.8190 -0.8715
C -2.1256 0.8365 0.4626
H -0.3509 -0.7622 3.3443
H -1.8469 -1.1330 2.7525
H -0.6806 0.2508 5.2950
H -1.5109 2.2040 6.5400
H -2.9441 3.8618 5.3772
H -3.5395 3.5259 3.0422
H -4.7040 2.6252 1.6709
H -5.3011 2.6614 -0.7024
H -3.8726 1.5037 -2.3546
H -1.8656 0.3027 -1.5946
*
```

Orbital gap (spin up / spin down): 8.64 / 6.91 eV
Calculated total energy: -3249.93988 a.u.
<S²>: 0.756
E_HOMO (spin up / spin down): -11.0 / -11.0 eV

A molecular structure, C30H26N7RhS. Source: the OMol25 dataset; level of theory: ωB97M-V with the def2-TZVPD basis set.

```
! wB97M-V def2-TZVPD RIJCOSX def2/J DEFGRID3
* xyz 2 1
Rh 1.7876 -1.5343 0.3774
C 3.6224 2.0915 -4.6906
C 3.0824 1.6848 -3.3461
C 1.7615 1.9654 -2.9727
C 1.2528 1.5479 -1.7584
C 2.0573 0.8427 -0.8576
N 1.6014 0.3448 0.3733
C 0.8120 1.0974 1.2570
C 0.7895 2.4985 1.1244
C -0.0580 3.2806 1.8689
C -0.9500 2.7070 2.7798
C -1.9545 3.5506 3.5248
C -0.8304 1.3561 3.0137
C 0.0748 0.5593 2.3074
N 0.2612 -0.7946 2.7348
C -0.4224 -1.4722 3.6690
C 0.2584 -2.6395 3.9574
C 1.3741 -2.6048 3.1420
N 1.4010 -1.4756 2.4102
C 3.3766 0.5723 -1.2299
C 3.8794 0.9766 -2.4506
N 4.2406 -0.0872 -0.3049
C 5.5138 0.1863 0.0245
C 5.9345 -0.7776 0.9194
C 4.8361 -1.6125 1.0937
N 3.8093 -1.1919 0.3467
H 3.0319 2.8935 -5.1297
H 3.5967 1.2435 -5.3785
H 4.6591 2.4209 -4.6178
H 1.1214 2.5111 -3.6560
H 0.2198 1.7463 -1.4983
H 1.4785 2.9606 0.4305
H -0.0278 4.3574 1.7529
H -2.4256 4.2706 2.8558
H -1.4629 4.1227 4.3161
H -2.7312 2.9418 3.9845
H -1.4340 0.9248 3.8020
H -1.3420 -1.0951 4.0857
H -0.0221 -3.3995 4.6694
H 2.1912 -3.3090 3.0709
H 4.9044 0.7320 -2.7104
H 6.0306 1.0288 -0.4107
H 6.9052 -0.8611 1.3795
H 4.7373 -2.4943 1.7089
S -4.6772 -2.2004 0.1492
C -2.9525 -2.1607 -0.0314
C -2.2625 -1.2980 -0.8893
C -0.8938 -1.2900 -0.8726
N -0.1511 -2.1044 -0.0932
C -0.8228 -2.9719 0.7032
C -2.1873 -3.0260 0.7676
C -5.2234 -1.4345 -1.3530
C -5.5649 -0.0915 -1.3652
C -6.0127 0.4549 -2.5601
N -6.1368 -0.2369 -3.6967
C -5.8161 -1.5359 -3.6503
C -5.3584 -2.1832 -2.5114
H -2.7925 -0.6383 -1.5631
H -0.3407 -0.6175 -1.5165
H -0.2218 -3.6685 1.2708
H -2.6664 -3.7473 1.4185
H -5.4989 0.5115 -0.4683
H -6.2928 1.5014 -2.6060
H -5.9418 -2.0889 -4.5737
H -5.1274 -3.2401 -2.5271
*
```

Orbital gap (spin up / spin down): 5.09 / 5.63 eV
Calculated total energy: -2050.25498 a.u.
ΔE to the lowest compared entry with this formula, charge and spin: 1.033 eV
E_HOMO (spin up / spin down): -13.1 / -13.3 eV

A molecular structure, C30H27BrN4S2W. Source: the OMol25 dataset; level of theory: ωB97M-V with the def2-TZVPD basis set.

```
! wB97M-V def2-TZVPD RIJCOSX def2/J DEFGRID3
* xyz 4 1
W -0.9412 1.8037 1.0190
S -1.7136 -0.0022 -0.2224
C -0.2379 -0.7942 -0.8143
N -0.2682 -2.0030 -1.2229
C 0.9845 -2.6148 -1.7645
C 1.7838 -1.5774 -2.4951
N 1.9937 -0.3872 -1.6174
C 3.3686 0.2473 -1.7083
C 4.3678 -0.7393 -1.1759
C 5.2803 -1.3234 -2.0505
C 6.2176 -2.2231 -1.5639
C 6.2400 -2.5356 -0.2126
C 5.3263 -1.9537 0.6622
C 4.3910 -1.0521 0.1829
C 1.0369 -0.0118 -0.8607
S 1.1590 1.4746 0.1135
C -1.5132 -2.8715 -1.2187
C -2.4171 -2.4894 -2.3656
C -1.9872 -2.5795 -3.6876
C -2.8625 -2.2714 -4.7168
C -4.1708 -1.8976 -4.4322
C -4.6014 -1.8173 -3.1179
C -3.7242 -2.1085 -2.0804
H 0.6955 -3.4188 -2.4362
H 1.5219 -3.0500 -0.9180
H 1.2838 -1.2155 -3.3966
H 2.7658 -1.9668 -2.7544
H 3.3476 1.1933 -1.1748
H 3.5275 0.4418 -2.7698
H 5.2851 -1.0561 -3.1029
H 6.9394 -2.6656 -2.2371
H 6.9844 -3.2232 0.1661
H 5.3710 -2.1845 1.7184
H 3.7100 -0.5633 0.8779
H -2.0153 -2.7243 -0.2636
H -1.1458 -3.8955 -1.2612
H -0.9920 -2.9357 -3.9390
H -2.5383 -2.3620 -5.7450
H -4.8608 -1.6942 -5.2398
H -5.6271 -1.5524 -2.8979
H -4.0764 -2.0800 -1.0535
Br 0.1175 -1.5506 7.3941
C -0.3334 -0.3684 6.0658
C -0.0904 -0.7047 4.7266
C -0.4409 0.1997 3.7539
C -1.0245 1.4213 4.0857
C -1.2696 1.7593 5.4141
C -0.9208 0.8602 6.3997
N -1.3444 2.2599 2.9905
C -1.9132 3.4368 3.0146
C -2.1891 4.1724 1.7756
C -2.8100 5.3929 1.7839
C -3.0511 6.0432 0.5649
C -2.6614 5.4523 -0.6318
C -2.0373 4.2264 -0.6067
N -1.7987 3.5867 0.5716
H 0.3579 -1.6572 4.4825
H -0.2580 -0.0657 2.7023
H -1.7212 2.7006 5.7016
H -1.1013 1.1011 7.4386
H -2.1959 3.8953 3.9569
H -3.1078 5.8431 2.7240
H -3.5429 7.0095 0.5617
H -2.8378 5.9380 -1.5831
H -1.7142 3.7280 -1.5095
*
```

Orbital gap (spin up / spin down): 4.12 / 4.12 eV
Calculated total energy: -4814.34963 a.u.
ΔE to the lowest compared entry with this formula, charge and spin: 0.245 eV
E_HOMO (spin up / spin down): -18.6 / -18.6 eV

A molecular structure, C30H27Cl2MnN10O2Se. Source: the OMol25 dataset; level of theory: ωB97M-V with the def2-TZVPD basis set.

```
! wB97M-V def2-TZVPD RIJCOSX def2/J DEFGRID3
* xyz 1 2
Mn -0.6323 -0.7307 0.9019
C -0.7368 -6.0251 2.0916
N 0.0211 -4.7890 2.2503
C 1.4408 -4.9243 1.9746
C -0.5459 -3.5622 2.0386
N 0.0420 -2.5508 1.5155
N -1.8528 -3.4462 2.5015
C -2.7400 -2.4456 2.1726
N -3.9892 -2.6350 2.6690
N -2.3944 -1.4426 1.4456
H -0.2426 -6.8088 2.6620
H -0.7909 -6.3299 1.0424
H -1.7529 -5.9443 2.4668
H 1.7950 -5.8444 2.4336
H 1.9918 -4.0958 2.4170
H 1.6576 -4.9665 0.9014
H 0.9250 -2.8124 1.0939
H -2.1621 -4.1431 3.1523
H -4.2311 -3.4325 3.2261
H -4.6851 -1.9223 2.5545
H -3.1928 -0.8489 1.2597
Se 1.0439 6.3113 3.4080
N -0.3417 5.6269 2.5022
C -0.1672 4.3364 2.4639
C -1.0858 3.4239 1.7761
C -2.2558 3.8472 1.1486
C -3.0115 2.9250 0.4548
C -2.5781 1.6014 0.4140
N -1.4963 1.1749 1.0575
C -0.7569 2.0755 1.7278
C 0.4080 1.5417 2.4535
N 0.5413 0.2079 2.4410
C 1.5680 -0.3228 3.0883
C 2.5136 0.4464 3.7651
C 2.3712 1.8170 3.7855
C 1.2854 2.3848 3.1218
C 1.0151 3.8261 3.1096
N 1.7925 4.7060 3.6732
H -2.5323 4.8924 1.1898
H -3.9061 3.2118 -0.0779
H -3.1163 0.8670 -0.1730
H 1.6420 -1.4007 3.0633
H 3.3362 -0.0371 4.2717
H 3.0717 2.4563 4.3054
Cl -1.2240 1.8139 -2.8090
C 0.3337 2.5699 -2.6120
C 0.4761 3.4624 -1.5659
C 1.6674 4.1348 -1.3666
C 2.7249 3.8979 -2.2313
C 2.5757 2.9916 -3.2603
Cl 3.9238 2.7145 -4.3262
C 1.3830 2.2863 -3.4970
N 1.3060 1.4136 -4.5616
C 0.5597 0.2069 -4.6647
C -0.1652 0.0160 -5.8367
C -0.8738 -1.1516 -6.0464
C -0.8818 -2.1357 -5.0677
C -0.1619 -1.9468 -3.9019
C 0.5807 -0.7892 -3.6817
C 1.3992 -0.6570 -2.4255
C 0.6045 -0.6266 -1.1464
O 0.8764 0.1853 -0.2226
O -0.3075 -1.4923 -0.9443
H -0.3794 3.6387 -0.9314
H 1.7675 4.8490 -0.5609
H 3.6709 4.4084 -2.1202
H 1.9830 1.5656 -5.2887
H -0.1781 0.8085 -6.5738
H -1.4295 -1.2847 -6.9646
H -1.4429 -3.0482 -5.2166
H -0.1618 -2.7096 -3.1353
H 2.0628 0.1979 -2.4499
H 2.0453 -1.5386 -2.3317
*
```

Orbital gap (spin up / spin down): 6.63 / 6.63 eV
Calculated total energy: -6330.21285 a.u.
ΔE to the lowest compared entry with this formula, charge and spin: 0.481 eV
<S²>: 0.911
E_HOMO (spin up / spin down): -9.6 / -9.6 eV

Q: Which of these has the highest calculated total energy?
A: C30H26N7RhS

Q: What is the calculated total energy in the second record?
A: -3590.94216 a.u.

Q: What is the formula in the seventh record?
A: C30H27Cl2MnN10O2Se